# 1
ORCA calculation (the ωB97M-V functional and the def2-TZVPD basis) on C27H27N8RuS6 as an isolated structure.

Each line ends with the Löwdin charge.
Geometry (Å):
Ru 0.507 0.538 -0.105  0.939
C 0.596 0.418 -4.490  -0.046
C 0.760 0.857 -3.177  -0.084
N 0.315 0.118 -2.166  -0.064
C -0.273 -1.071 -2.445  -0.164
C -0.409 -1.474 -3.766  -0.013
N 0.015 -0.732 -4.780  0.147
C -0.688 -1.864 -1.273  -0.162
C -1.340 -3.080 -1.301  0.093
C -1.652 -3.748 -0.105  -0.071
C -1.265 -3.122 1.092  0.093
C -0.618 -1.904 1.066  -0.162
N -0.343 -1.294 -0.102  -0.028
C -0.172 -1.125 2.238  -0.157
C -0.262 -1.561 3.552  -0.012
N 0.141 -0.819 4.575  0.148
C 0.638 0.371 4.299  -0.048
C 0.756 0.841 2.992  -0.090
N 0.361 0.092 1.967  -0.025
C -2.355 -5.044 -0.104  -0.163
C -2.358 -5.869 1.023  0.006
C -3.032 -7.078 0.968  -0.095
N -3.694 -7.506 -0.098  0.111
C -3.696 -6.722 -1.167  -0.096
C -3.048 -5.500 -1.228  0.005
H 0.949 1.024 -5.315  0.136
H 1.247 1.792 -2.938  0.105
H -0.865 -2.422 -4.018  0.135
H -1.592 -3.528 -2.249  0.120
H -1.501 -3.583 2.037  0.120
H -0.668 -2.535 3.789  0.135
H 0.958 0.987 5.129  0.136
H 1.160 1.819 2.768  0.076
H -1.830 -5.624 1.931  0.110
H -3.036 -7.735 1.829  0.126
H -4.247 -7.086 -2.025  0.126
H -3.131 -4.928 -2.139  0.110
C -2.356 2.098 -0.496  -0.059
N -1.931 3.484 -0.402  -0.180
C -2.847 4.430 -1.063  0.002
C -0.732 3.860 0.040  -0.591
S 0.729 2.838 -0.101  0.692
N -0.519 5.067 0.525  -0.180
C -1.579 5.862 1.162  0.005
C 0.808 5.679 0.617  -0.043
H -3.437 2.069 -0.360  0.114
H -1.909 1.503 0.312  0.058
H -2.113 1.677 -1.475  0.090
H -3.160 3.971 -1.999  0.111
H -2.325 5.354 -1.285  0.101
H -3.723 4.628 -0.450  0.110
H -2.438 5.236 1.375  0.099
H -1.869 6.704 0.535  0.114
H -1.170 6.243 2.097  0.114
H 1.475 5.271 -0.136  0.062
H 1.221 5.527 1.614  0.110
H 0.686 6.744 0.439  0.114
C 5.329 -1.893 -1.446  -0.365
S 6.345 -1.077 -0.207  0.998
C 5.474 0.154 0.586  -0.934
C 4.127 0.587 0.521  -1.036
S 2.901 -0.059 -0.501  0.632
S 3.760 1.928 1.516  0.897
C 5.306 2.138 2.312  -1.435
S 5.595 3.294 3.392  0.774
S 6.491 1.017 1.697  1.000
H 6.026 -2.612 -1.877  0.058
H 5.008 -1.201 -2.216  0.040
H 4.496 -2.422 -0.995  0.032

Results
lowest unoccupied orbital energy (spin up / spin down)	-9.25 / -10.85	eV
E_tot	-3966.1861	hartree
charge	+3
HOMO-LUMO gap (spin up / spin down)	6.17 / 5.17	eV
E_HOMO (spin up / spin down)	-15.424 / -16.021	eV
<S²>	6.048
energy relative to the best compared isomer or geometry (same formula, charge and spin)	0.000	eV
2S+1	5



# 2
ORCA calculation (the ωB97M-V functional and the def2-TZVPD basis) on one molecule with the formula C27H27NO7.

Each line ends with the Löwdin charge.
Geometry (Å):
C -7.776 -2.407 0.510  -0.095
H -8.390 -1.744 -0.107  0.095
O -6.463 -2.505 0.016  -0.091
C -5.708 -1.370 -0.048  -0.283
C -4.420 -1.520 -0.555  0.006
C -3.563 -0.442 -0.662  -0.009
C -3.986 0.821 -0.261  -0.250
C -5.271 0.974 0.246  0.003
C -6.127 -0.105 0.354  -0.018
H -7.117 0.055 0.751  0.104
H -5.589 1.958 0.552  0.121
O -3.222 1.961 -0.312  0.022
C -1.966 1.903 -0.901  -0.148
H -1.977 1.389 -1.869  0.170
C -1.242 3.265 -0.970  -0.397
O -1.458 4.328 -1.480  0.110
N -0.210 2.798 -0.237  0.016
C 1.004 3.472 0.154  -0.120
C 1.555 3.015 1.507  -0.113
C 2.236 1.674 1.439  -0.242
C 1.813 0.608 2.206  -0.050
C 2.433 -0.631 2.109  -0.009
C 3.482 -0.825 1.231  -0.206
C 3.941 0.265 0.458  -0.198
C 3.321 1.493 0.582  0.019
H 3.675 2.332 0.004  0.113
O 4.982 -0.011 -0.378  -0.074
C 5.421 0.999 -1.251  -0.076
H 6.229 0.555 -1.831  0.097
H 4.622 1.314 -1.930  0.095
H 5.807 1.867 -0.705  0.096
O 4.134 -2.004 1.023  -0.067
C 3.703 -3.137 1.733  -0.074
H 3.818 -3.003 2.814  0.098
H 2.661 -3.380 1.504  0.087
H 4.344 -3.952 1.401  0.098
H 2.072 -1.443 2.717  0.112
H 0.987 0.727 2.891  0.116
H 2.277 3.766 1.837  0.123
H 0.745 2.986 2.238  0.119
H 1.772 3.332 -0.617  0.115
H 0.754 4.537 0.187  0.134
C -0.765 1.473 0.011  -0.137
C 0.035 0.287 -0.426  -0.185
C -0.217 -0.950 0.149  -0.056
C 0.497 -2.089 -0.210  0.009
C 1.500 -1.932 -1.135  -0.211
C 1.752 -0.691 -1.725  -0.194
C 1.017 0.423 -1.412  0.074
H 1.203 1.368 -1.893  0.133
O 2.798 -0.809 -2.596  0.038
C 3.285 -2.127 -2.429  -0.145
O 2.380 -2.854 -1.624  0.040
H 4.268 -2.091 -1.931  0.136
H 3.376 -2.611 -3.410  0.142
H 0.286 -3.049 0.230  0.120
H -0.985 -1.035 0.903  0.121
H -1.090 1.350 1.050  0.163
H -2.571 -0.600 -1.053  0.098
H -4.100 -2.503 -0.864  0.120
H -7.791 -2.057 1.547  0.094
H -8.183 -3.416 0.467  0.092

Results
lowest unoccupied orbital energy	0.68	eV
E_tot	-1626.4434	hartree
HOMO-LUMO gap	8.43	eV
E_HOMO	-7.749	eV
energy relative to the best compared isomer or geometry (same formula, charge and spin)	2.736	eV



# 3
ORCA calculation (the ωB97M-V functional and the def2-TZVPD basis) on C27H28BBrN9ORhS as an isolated structure.

Each line ends with the Löwdin charge.
Geometry (Å):
Rh 0.088 -0.239 -0.071  1.020
C -2.716 0.513 -2.263  -0.021
C -2.702 1.132 -0.912  -0.326
C -3.727 1.734 -0.173  0.016
C -3.125 2.181 0.983  -0.028
N -1.819 1.869 0.931  0.023
N -1.578 1.227 -0.214  -0.001
B -0.694 2.264 1.912  -0.644
N 0.554 2.623 1.062  0.034
C 1.346 3.711 1.145  -0.023
C 2.161 3.744 0.036  0.021
C 1.802 2.617 -0.715  -0.317
C 2.258 2.175 -2.057  -0.009
N 0.846 1.966 -0.066  0.031
N -0.379 1.034 2.792  0.046
C -0.381 0.809 4.117  -0.026
C -0.016 -0.498 4.348  0.012
C 0.200 -1.046 3.079  -0.326
C 0.638 -2.423 2.730  -0.011
N -0.024 -0.104 2.172  0.027
N -1.143 3.543 2.591  -0.018
C -1.238 4.046 3.841  -0.069
C -1.690 5.341 3.750  -0.008
C -1.845 5.579 2.365  -0.342
C -2.278 6.811 1.666  -0.026
N -1.507 4.490 1.712  0.106
H -3.399 1.050 -2.915  0.087
H -1.710 0.545 -2.684  0.069
H -3.038 -0.527 -2.214  0.078
H -4.758 1.819 -0.448  0.110
H -3.554 2.684 1.825  0.132
H 1.283 4.397 1.965  0.133
H 2.911 4.470 -0.196  0.113
H 2.013 2.941 -2.790  0.092
H 3.335 2.020 -2.084  0.088
H 1.749 1.250 -2.332  0.065
H -0.622 1.565 4.833  0.106
H 0.097 -0.993 5.290  0.113
H 1.361 -2.775 3.463  0.092
H -0.211 -3.107 2.747  0.082
H 1.093 -2.435 1.736  0.058
H -0.991 3.479 4.713  0.094
H -1.866 6.031 4.549  0.100
H -2.560 7.582 2.375  0.078
H -1.471 7.181 1.036  0.081
H -3.123 6.593 1.016  0.080
O -1.828 -1.536 0.548  -0.147
N -1.888 -2.782 0.230  -0.220
C -2.820 -3.566 0.804  0.002
C -2.887 -4.911 0.535  -0.023
C -1.969 -5.487 -0.342  -0.035
C -1.040 -4.672 -0.947  -0.065
C -1.017 -3.304 -0.675  -0.614
S 0.075 -2.229 -1.456  0.754
H -3.488 -3.054 1.479  0.148
H -3.640 -5.508 1.020  0.120
H -1.991 -6.547 -0.541  0.121
H -0.308 -5.063 -1.634  0.116
Br 7.068 0.059 0.067  0.757
C 5.172 -0.130 0.112  -0.670
C 4.463 0.342 1.209  -0.112
C 3.083 0.232 1.220  -0.102
C 2.400 -0.334 0.145  -0.140
C 3.134 -0.815 -0.939  -0.149
C 4.516 -0.725 -0.957  -0.121
H 4.981 0.779 2.048  0.109
H 2.554 0.588 2.094  0.101
H 2.641 -1.268 -1.791  0.064
H 5.081 -1.107 -1.793  0.110

Results
lowest unoccupied orbital energy (spin up / spin down)	-5.68 / -5.45	eV
E_tot	-4721.0637	hartree
charge	+1
HOMO-LUMO gap (spin up / spin down)	5.59 / 5.79	eV
E_HOMO (spin up / spin down)	-11.269 / -11.245	eV
<S²>	0.843
energy relative to the best compared isomer or geometry (same formula, charge and spin)	2.570	eV
2S+1	2



Please write out number 3 again, unchanged.
ORCA calculation (the ωB97M-V functional and the def2-TZVPD basis) on C27H28BBrN9ORhS as an isolated structure.

Each line ends with the Löwdin charge.
Geometry (Å):
Rh 0.088 -0.239 -0.071  1.020
C -2.716 0.513 -2.263  -0.021
C -2.702 1.132 -0.912  -0.326
C -3.727 1.734 -0.173  0.016
C -3.125 2.181 0.983  -0.028
N -1.819 1.869 0.931  0.023
N -1.578 1.227 -0.214  -0.001
B -0.694 2.264 1.912  -0.644
N 0.554 2.623 1.062  0.034
C 1.346 3.711 1.145  -0.023
C 2.161 3.744 0.036  0.021
C 1.802 2.617 -0.715  -0.317
C 2.258 2.175 -2.057  -0.009
N 0.846 1.966 -0.066  0.031
N -0.379 1.034 2.792  0.046
C -0.381 0.809 4.117  -0.026
C -0.016 -0.498 4.348  0.012
C 0.200 -1.046 3.079  -0.326
C 0.638 -2.423 2.730  -0.011
N -0.024 -0.104 2.172  0.027
N -1.143 3.543 2.591  -0.018
C -1.238 4.046 3.841  -0.069
C -1.690 5.341 3.750  -0.008
C -1.845 5.579 2.365  -0.342
C -2.278 6.811 1.666  -0.026
N -1.507 4.490 1.712  0.106
H -3.399 1.050 -2.915  0.087
H -1.710 0.545 -2.684  0.069
H -3.038 -0.527 -2.214  0.078
H -4.758 1.819 -0.448  0.110
H -3.554 2.684 1.825  0.132
H 1.283 4.397 1.965  0.133
H 2.911 4.470 -0.196  0.113
H 2.013 2.941 -2.790  0.092
H 3.335 2.020 -2.084  0.088
H 1.749 1.250 -2.332  0.065
H -0.622 1.565 4.833  0.106
H 0.097 -0.993 5.290  0.113
H 1.361 -2.775 3.463  0.092
H -0.211 -3.107 2.747  0.082
H 1.093 -2.435 1.736  0.058
H -0.991 3.479 4.713  0.094
H -1.866 6.031 4.549  0.100
H -2.560 7.582 2.375  0.078
H -1.471 7.181 1.036  0.081
H -3.123 6.593 1.016  0.080
O -1.828 -1.536 0.548  -0.147
N -1.888 -2.782 0.230  -0.220
C -2.820 -3.566 0.804  0.002
C -2.887 -4.911 0.535  -0.023
C -1.969 -5.487 -0.342  -0.035
C -1.040 -4.672 -0.947  -0.065
C -1.017 -3.304 -0.675  -0.614
S 0.075 -2.229 -1.456  0.754
H -3.488 -3.054 1.479  0.148
H -3.640 -5.508 1.020  0.120
H -1.991 -6.547 -0.541  0.121
H -0.308 -5.063 -1.634  0.116
Br 7.068 0.059 0.067  0.757
C 5.172 -0.130 0.112  -0.670
C 4.463 0.342 1.209  -0.112
C 3.083 0.232 1.220  -0.102
C 2.400 -0.334 0.145  -0.140
C 3.134 -0.815 -0.939  -0.149
C 4.516 -0.725 -0.957  -0.121
H 4.981 0.779 2.048  0.109
H 2.554 0.588 2.094  0.101
H 2.641 -1.268 -1.791  0.064
H 5.081 -1.107 -1.793  0.110

Results
lowest unoccupied orbital energy (spin up / spin down)	-5.68 / -5.45	eV
E_tot	-4721.0637	hartree
charge	+1
HOMO-LUMO gap (spin up / spin down)	5.59 / 5.79	eV
E_HOMO (spin up / spin down)	-11.269 / -11.245	eV
<S²>	0.843
energy relative to the best compared isomer or geometry (same formula, charge and spin)	2.570	eV
2S+1	2